The following is a quantum chemistry calculation of a cluster of 8 separate species, C50H83F10N6O24S in total in a non-equilibrium geometry, from the Open Molecules 2025 dataset.

Values from the calculation:
* 2S+1: 1
* highest occupied orbital energy: -11.1 eV
* frontier orbital gap: 0.307 Eh
* total charge: +1
* DFT total energy: -149277.43243 eV

Positions of all 174 atoms, in Å:
C 8.11 2.89 5.45
O 8.70 3.65 4.39
C 7.70 4.48 3.81
C 7.71 4.40 2.29
C 7.09 3.07 1.78
C 5.55 3.24 1.84
N 4.74 2.23 1.09
C 5.45 1.08 0.85
N 5.59 0.26 1.84
F 5.04 0.60 3.02
C 6.33 -1.00 1.85
C 5.45 -2.24 1.68
O 5.62 -2.68 0.34
C 5.81 -3.38 2.65
N 4.61 -3.92 3.32
N 6.07 0.72 -0.33
C 5.18 0.96 -1.49
C 6.03 0.64 -2.76
C 4.08 -0.13 -1.45
N 3.25 -0.15 -2.68
C 4.66 2.42 -1.46
N 3.66 2.69 -2.50
C 5.89 3.35 -1.79
C 5.68 4.81 -1.45
O 5.35 5.62 -2.23
C 4.01 2.75 -0.10
C 2.56 2.18 0.00
C 1.51 3.30 0.19
C 0.11 2.80 -0.21
C -0.31 1.55 0.59
C -1.48 1.78 1.57
F -2.46 2.35 0.86
F -1.83 0.57 1.97
C -1.01 2.68 2.73
F 0.19 2.35 3.13
F -0.91 3.92 2.31
S -2.12 2.69 4.27
F -2.51 4.22 4.04
F -3.38 2.24 3.45
F -1.71 1.22 4.62
F -0.88 3.21 5.15
F -3.01 2.71 5.57
H 7.33 2.27 4.99
H 8.88 2.30 5.94
H 7.64 3.52 6.20
H 6.73 4.27 4.26
H 7.95 5.51 4.09
H 7.16 5.26 1.91
H 8.74 4.50 1.95
H 7.44 2.30 2.48
H 7.48 2.92 0.77
H 5.31 3.11 2.90
H 5.31 4.27 1.59
H 6.79 -1.06 2.84
H 7.16 -1.02 1.15
H 4.39 -1.94 1.80
H 4.98 -3.39 0.20
H 6.32 -4.18 2.11
H 6.48 -3.03 3.44
H 4.71 -4.92 3.46
H 3.79 -3.77 2.74
H 6.98 1.15 -0.43
H 7.04 1.00 -2.55
H 5.65 1.14 -3.64
H 6.08 -0.44 -2.88
H 4.61 -1.09 -1.44
H 3.48 -0.13 -0.53
H 2.28 -0.11 -2.37
H 3.34 -1.07 -3.10
H 3.44 3.68 -2.45
H 4.04 2.45 -3.41
H 6.84 3.03 -1.34
H 6.05 3.32 -2.87
H 5.88 5.11 -0.39
H 3.87 3.82 0.05
H 2.28 1.57 -0.85
H 2.50 1.53 0.88
H 1.76 4.10 -0.51
H 1.54 3.72 1.20
H -0.61 3.62 -0.15
H 0.19 2.55 -1.27
H -0.72 0.83 -0.13
H 0.50 1.08 1.14
C -3.90 1.38 -5.37
C -3.33 1.23 -3.97
C -2.83 2.52 -3.35
O -1.81 2.05 -2.47
C -1.33 0.89 -2.98
O -0.33 0.35 -2.60
O -2.11 0.44 -3.98
H -3.26 0.90 -6.11
H -4.87 0.90 -5.42
H -4.04 2.42 -5.65
H -4.04 0.73 -3.32
H -3.60 3.04 -2.79
H -2.38 3.20 -4.08
C 1.48 5.28 6.10
C 2.30 4.00 6.17
C 2.18 3.24 7.46
O 3.45 2.58 7.55
C 4.35 3.33 6.87
O 5.53 3.19 6.91
O 3.72 4.29 6.14
H 2.12 6.16 6.10
H 0.89 5.30 5.18
H 0.78 5.36 6.93
H 2.08 3.36 5.31
H 1.37 2.51 7.45
H 2.07 3.88 8.34
C -6.04 5.45 1.73
C -5.93 4.55 0.51
C -4.52 4.35 -0.01
O -4.75 4.11 -1.41
C -5.91 4.74 -1.74
O -6.28 4.92 -2.86
O -6.58 5.14 -0.63
H -6.53 6.38 1.49
H -6.62 4.96 2.51
H -5.06 5.67 2.16
H -6.41 3.59 0.70
H -4.02 3.51 0.45
H -3.89 5.24 0.10
C 2.12 -8.92 2.77
C 3.10 -8.57 1.65
C 4.54 -8.45 2.08
O 5.06 -7.51 1.14
C 4.03 -6.73 0.74
O 4.15 -5.72 0.11
O 2.84 -7.24 1.14
H 1.46 -8.08 3.00
H 1.50 -9.76 2.47
H 2.64 -9.22 3.68
H 2.99 -9.26 0.82
H 5.07 -9.39 2.02
H 4.66 -8.04 3.09
C -9.88 0.66 -5.63
C -8.97 -0.55 -5.50
C -9.00 -1.23 -4.16
O -7.68 -1.79 -4.07
C -6.87 -1.02 -4.82
O -5.67 -1.08 -4.81
O -7.58 -0.16 -5.59
H -9.32 1.59 -5.71
H -10.50 0.57 -6.52
H -10.56 0.74 -4.79
H -9.16 -1.26 -6.31
H -9.76 -2.01 -4.10
H -9.14 -0.53 -3.33
C 0.26 -14.57 0.21
C 0.65 -13.19 0.72
C -0.46 -12.17 0.71
O 0.26 -10.94 0.55
C 1.41 -11.23 -0.11
O 2.14 -10.42 -0.59
O 1.61 -12.57 -0.15
H 0.74 -14.79 -0.74
H 0.56 -15.34 0.92
H -0.82 -14.67 0.09
H 1.11 -13.27 1.71
H -1.03 -12.16 1.64
H -1.15 -12.28 -0.13
C -15.32 2.37 -6.92
C -14.37 1.20 -7.10
C -15.00 -0.16 -7.02
O -13.92 -0.98 -6.55
C -13.09 -0.17 -5.84
O -12.21 -0.56 -5.15
O -13.41 1.13 -6.03
H -15.13 2.89 -5.98
H -15.20 3.09 -7.72
H -16.37 2.05 -6.93
H -13.81 1.32 -8.04
H -15.36 -0.52 -7.99
H -15.82 -0.22 -6.30


The following is a quantum chemistry calculation of a structure of composition C26H38BrNOP2Zr in a non-equilibrium geometry, from the Open Molecules 2025 dataset.

Values from the calculation:
* 2S+1: 1
* highest occupied orbital energy (spin up / spin down): -19.4 / -19.4 eV
* frontier orbital gap (spin up / spin down): 0.117 / 0.117 Eh
* total charge: +4
* DFT total energy: -120965.05626 eV

Positions of all 70 atoms, in Å:
C 2.93 4.42 -1.03
C 1.70 3.89 -1.47
C 1.62 3.65 -2.86
C 2.72 4.05 -3.69
N 3.83 4.60 -3.24
C 3.93 4.80 -1.93
C 0.68 3.62 -0.45
C -0.07 3.35 0.48
C -1.33 2.75 1.00
C -1.46 1.84 2.06
C -2.79 1.24 2.30
C -3.54 1.18 1.12
C -3.54 2.07 0.01
C -2.50 3.03 0.20
Zr -2.22 -0.36 0.39
P 1.21 -0.38 -0.30
H 0.74 3.18 -3.31
H 3.05 4.58 0.03
H 2.71 3.92 -4.78
H 4.83 5.29 -1.61
H -2.41 3.91 -0.47
H -0.65 1.83 2.84
H -4.41 2.13 -0.67
H -3.05 0.81 3.33
C 2.02 -2.04 -0.04
C 3.23 -2.57 -0.82
H 1.24 -2.78 -0.19
H 2.29 -2.10 1.01
H 3.44 -3.61 -0.53
H 3.12 -2.59 -1.90
H 4.17 -2.04 -0.64
C 1.66 -0.03 -2.07
C 3.08 0.36 -2.49
H 1.01 0.81 -2.42
H 1.34 -0.90 -2.68
H 3.12 0.56 -3.57
H 3.44 1.26 -1.99
H 3.82 -0.42 -2.31
C 2.48 0.66 0.62
C 3.96 0.26 0.64
H 2.19 0.68 1.67
H 2.37 1.68 0.23
H 4.54 0.96 1.25
H 4.13 -0.73 1.08
H 4.44 0.24 -0.35
Br -4.57 -1.04 0.33
P -1.98 -1.94 -1.77
C -0.71 -2.69 -2.90
C -1.28 -4.01 -3.47
H 0.21 -2.78 -2.30
H -0.49 -1.94 -3.69
H -0.54 -4.46 -4.17
H -1.49 -4.75 -2.67
H -2.22 -3.86 -4.04
C -2.99 -3.24 -0.94
C -4.39 -3.38 -1.52
H -3.00 -2.96 0.13
H -2.45 -4.19 -0.96
H -4.96 -4.10 -0.94
H -4.95 -2.45 -1.45
H -4.43 -3.67 -2.57
C -3.00 -0.76 -2.78
C -3.34 -1.18 -4.20
H -2.45 0.19 -2.73
H -3.93 -0.59 -2.25
H -3.99 -0.39 -4.60
H -2.46 -1.26 -4.85
H -3.90 -2.12 -4.25
O 0.06 -1.25 2.56
C -0.60 -0.95 1.64


The following is a quantum chemistry calculation of a structure of composition C5H13N2O in a non-equilibrium geometry, from the Open Molecules 2025 dataset.

Values from the calculation:
* 2S+1: 1
* highest occupied orbital energy: -12.4 eV
* frontier orbital gap: 0.170 Eh
* total charge: +1
* DFT total energy: -10409.59300 eV
* energy above the lowest of the compared OMol25 structures with the same formula, charge and spin: 830.1 kJ/mol

Positions of all 21 atoms, in Å:
C 2.47 0.50 -0.71
O 1.35 0.87 -1.62
C 2.04 0.48 0.66
C 0.98 -0.45 1.13
C -0.44 0.24 1.10
C -2.47 0.10 0.88
N -1.52 -0.79 1.16
N -2.05 -0.90 -1.83
H 3.25 1.26 -0.88
H 2.76 -0.48 -1.07
H 0.81 1.52 -1.15
H 2.71 0.78 1.48
H 0.87 -1.21 0.27
H 1.22 -0.87 2.11
H -0.51 0.89 2.01
H -0.40 0.83 0.19
H -3.25 0.10 0.10
H -2.76 0.64 1.81
H -2.45 -1.60 -2.43
H -1.72 -1.27 -0.95
H -1.36 -0.42 -2.38


The following is a quantum chemistry calculation of a structure of composition C23H38AsI2N2O3S in a non-equilibrium geometry, from the Open Molecules 2025 dataset.

Values from the calculation:
* 2S+1: 1
* highest occupied orbital energy: -4.2 eV
* frontier orbital gap: 0.207 Eh
* total charge: -1
* DFT total energy: -121444.26088 eV
* energy above the lowest of the compared OMol25 structures with the same formula, charge and spin: 922.0 kJ/mol

Positions of all 70 atoms, in Å:
C 3.21 -0.71 4.57
C 3.31 0.07 3.10
C 4.76 0.21 2.31
C 4.82 0.96 0.82
C 3.40 1.54 0.20
C 3.45 2.24 -1.28
C 4.62 3.38 -1.48
C 3.76 1.02 -2.38
C 1.94 1.46 0.97
O 0.68 2.03 0.41
C 0.09 1.05 -0.57
As -1.04 2.15 -1.85
O -1.89 3.30 -3.04
C -1.09 0.75 -3.28
C -0.65 -0.77 -2.90
C -1.70 -1.61 -1.94
C -1.19 -3.20 -2.04
C -1.93 -4.03 -0.83
C -0.94 -4.44 0.42
C -0.65 -3.23 1.50
S -1.38 -3.55 3.21
C -3.03 -2.66 3.24
N -3.44 -1.32 3.85
N -4.82 -1.20 3.57
C -5.29 -2.43 2.81
O -4.16 -3.37 2.57
C -2.79 1.57 -0.98
I -4.54 1.74 -2.37
C -3.25 2.57 0.28
C -2.27 2.49 1.58
I -3.74 4.62 -0.38
C 1.92 0.71 2.44
H 2.10 -0.76 4.96
H 3.96 -0.25 5.37
H 3.55 -1.84 4.40
H 5.74 -0.25 2.81
H 5.86 1.01 0.28
H 2.42 2.78 -1.50
H 5.60 3.18 -0.87
H 4.89 3.38 -2.64
H 4.23 4.48 -1.25
H 2.89 0.88 -3.16
H 3.83 0.00 -1.77
H 4.81 1.15 -2.91
H -0.51 0.28 0.08
H 1.07 0.58 -1.08
H -0.99 3.29 -0.80
H 0.32 2.67 -2.46
H -1.76 4.26 -2.74
H -2.13 0.65 -3.87
H -0.33 1.10 -4.12
H 0.49 -0.89 -2.55
H -0.67 -1.37 -3.94
H -2.78 -1.61 -2.40
H -1.64 -1.34 -0.81
H -1.34 -3.66 -3.11
H -0.03 -3.15 -1.75
H -2.30 -5.06 -1.30
H -2.86 -3.44 -0.45
H 0.05 -4.89 0.00
H -1.50 -5.30 1.02
H 0.53 -3.19 1.64
H -0.98 -2.17 1.10
H -6.40 -2.62 2.42
H -2.77 0.50 -0.51
H -4.30 2.11 0.63
H -2.93 2.59 2.54
H -1.56 3.46 1.58
H -1.63 1.51 1.67
H 0.88 0.62 2.97


The following is a quantum chemistry calculation of a structure of composition C38H32IrO2S4 in a non-equilibrium geometry, from the Open Molecules 2025 dataset.

Values from the calculation:
* 2S+1: 2
* highest occupied orbital energy (spin up / spin down): -13.3 / -13.3 eV
* frontier orbital gap (spin up / spin down): 0.199 / 0.199 Eh
* total charge: +2
* DFT total energy: -90185.78242 eV
* energy above the lowest of the compared OMol25 structures with the same formula, charge and spin: 0.0 kJ/mol

Positions of all 77 atoms, in Å:
Ir 0.79 0.02 2.60
C -7.60 0.43 1.75
C -6.14 0.62 1.49
C -5.60 1.90 1.41
C -4.26 2.09 1.13
C -3.45 0.98 0.92
C -3.96 -0.32 1.01
C -5.30 -0.48 1.30
S -1.77 1.25 0.52
O -1.01 0.19 1.35
C -1.68 0.64 -1.17
C -2.85 0.61 -1.96
C -2.77 0.22 -3.26
C -1.54 -0.17 -3.83
C -1.45 -0.60 -5.18
C -0.25 -0.95 -5.72
C 0.93 -0.90 -4.94
C 0.88 -0.50 -3.64
C -0.36 -0.12 -3.05
C -0.45 0.31 -1.69
C 0.80 0.44 -0.89
C 1.58 1.64 -0.96
C 1.22 2.71 -1.80
C 1.96 3.86 -1.82
C 3.10 4.01 -1.00
C 3.46 2.99 -0.16
C 2.71 1.79 -0.11
C 3.08 0.74 0.75
C 2.33 -0.42 0.81
C 1.20 -0.55 -0.05
S 0.16 -1.97 0.35
O 0.38 -1.99 1.89
C 1.19 -3.27 -0.26
C 2.06 -3.96 0.57
C 2.85 -4.96 0.02
C 2.77 -5.27 -1.34
C 3.62 -6.37 -1.92
C 1.87 -4.57 -2.14
C 1.07 -3.58 -1.61
H -7.95 1.07 2.56
H -7.84 -0.61 2.00
H -8.18 0.69 0.86
H -6.24 2.76 1.57
H -3.84 3.09 1.07
H -3.31 -1.17 0.87
H -5.70 -1.48 1.39
H -3.80 0.90 -1.54
H -3.66 0.19 -3.87
H -2.36 -0.64 -5.78
H -0.19 -1.27 -6.75
H 1.87 -1.19 -5.38
H 1.78 -0.47 -3.05
H 0.35 2.61 -2.45
H 1.68 4.67 -2.49
H 3.68 4.92 -1.04
H 4.33 3.09 0.48
H 3.99 0.82 1.34
H 2.72 -1.31 1.29
H 2.10 -3.74 1.63
H 3.53 -5.51 0.65
H 4.62 -6.36 -1.48
H 3.72 -6.27 -3.00
H 3.18 -7.34 -1.70
H 1.79 -4.81 -3.19
H 0.36 -3.05 -2.24
C 3.21 2.28 5.77
C 2.25 1.83 4.71
S 2.33 0.29 4.15
C 1.27 2.72 4.14
C 1.05 4.10 4.66
S 0.40 2.14 2.88
H 3.92 1.50 6.01
H 2.66 2.55 6.67
H 3.75 3.16 5.44
H 1.99 4.59 4.90
H 0.47 4.04 5.58
H 0.50 4.71 3.95


The following is a quantum chemistry calculation of a cluster of 2 separate species, C6H14N3 in total in a non-equilibrium geometry, from the Open Molecules 2025 dataset.

Values from the calculation:
* 2S+1: 1
* highest occupied orbital energy (spin up / spin down): -12.2 / -12.2 eV
* frontier orbital gap (spin up / spin down): 0.306 / 0.306 Eh
* total charge: +1
* DFT total energy: -10908.69965 eV
* energy above the lowest of the compared OMol25 structures with the same formula, charge and spin: 427.9 kJ/mol

Positions of all 23 atoms, in Å:
C 0.99 0.12 -0.02
C 2.72 1.67 -0.56
C -2.67 -1.15 1.73
C -1.49 -1.57 2.48
C 2.70 -0.40 -1.65
C -0.72 1.19 -1.37
N -2.54 -0.47 0.67
N 2.10 0.54 -0.67
N -0.23 0.34 -0.29
H 2.39 2.56 0.03
H 3.79 1.74 -0.76
H -3.57 -1.46 2.30
H -0.65 -1.67 1.88
H -1.70 -2.60 2.89
H -1.21 -0.92 3.24
H 2.09 -1.25 -1.71
H 2.75 -0.03 -2.61
H 3.69 -0.84 -1.34
H -1.78 1.32 -1.20
H -0.61 0.84 -2.33
H -0.22 2.19 -1.26
H -3.22 -0.11 -0.03
H -1.13 -0.06 0.22


The following is a quantum chemistry calculation of an isolated molecule of C23H29FN2O2, from the Open Molecules 2025 dataset.

Values from the calculation:
* 2S+1: 1
* highest occupied orbital energy: -8.3 eV
* frontier orbital gap: 0.334 Eh
* DFT total energy: -34114.84900 eV
* SMILES: COc1cccc(CCC(=O)N(C)[C@H]2CCCN(Cc3ccccc3F)C2)c1
* energy above the lowest of the compared OMol25 structures with the same formula, charge and spin: 4.2 kJ/mol

Positions of all 57 atoms, in Å:
C 2.01 -3.90 2.94
O 1.16 -2.89 3.43
C 1.22 -1.66 2.86
C 2.11 -1.29 1.85
C 2.07 0.00 1.35
C 1.18 0.93 1.84
C 0.29 0.57 2.85
C -0.71 1.56 3.38
C -2.14 1.19 2.93
C -2.19 0.74 1.47
O -2.35 -0.44 1.21
N -2.07 1.68 0.50
C -1.82 3.07 0.74
C -1.98 1.19 -0.87
C -2.88 1.93 -1.86
C -2.74 1.24 -3.22
C -1.28 1.23 -3.65
N -0.49 0.52 -2.67
C 0.87 0.25 -3.08
C 1.46 -0.91 -2.33
C 0.67 -1.87 -1.72
C 1.24 -2.96 -1.08
C 2.61 -3.11 -1.04
C 3.43 -2.15 -1.63
C 2.84 -1.07 -2.25
F 3.65 -0.15 -2.83
C -0.54 1.20 -1.39
C 0.32 -0.72 3.35
H 1.77 -4.79 3.51
H 1.82 -4.09 1.88
H 3.06 -3.65 3.09
H 2.82 -1.99 1.44
H 2.76 0.28 0.56
H 1.18 1.93 1.45
H -0.45 2.56 3.03
H -0.69 1.57 4.47
H -2.47 0.32 3.50
H -2.83 2.01 3.12
H -0.75 3.30 0.75
H -2.28 3.67 -0.05
H -2.25 3.39 1.69
H -2.31 0.15 -0.83
H -2.57 2.97 -1.97
H -3.92 1.91 -1.52
H -3.34 1.77 -3.97
H -3.10 0.22 -3.15
H -1.19 0.70 -4.61
H -0.92 2.26 -3.80
H 0.85 -0.02 -4.15
H 1.52 1.14 -2.98
H -0.40 -1.75 -1.76
H 0.60 -3.70 -0.62
H 3.06 -3.96 -0.56
H 4.50 -2.24 -1.61
H 0.10 0.66 -0.68
H -0.17 2.24 -1.47
H -0.35 -1.02 4.14